Entry from OMol25: a cluster of 17 separate species, C82H215N17O24 in total (ωB97M-V with the def2-TZVPD basis set).

The multiplicity is 1. Its energy is -162973.318 eV. The value obtained for the HOMO energy is -8.229 eV. The frontier orbital gap is 8.81 eV. Its LUMO energy is 0.58 eV.

```
338
Properties=species:S:1:pos:R:3:forces:R:3:lowdin_charge:R:1
C 20.777 24.359 13.054 -1.566 0.542 -0.679 -0.036
C 19.790 23.515 12.120 2.536 1.774 1.783 -0.433
C 20.612 23.006 10.989 -1.401 -1.327 -1.754 -0.227
O 21.091 24.066 10.171 0.700 -0.371 0.767 -0.176
C 21.439 23.586 8.901 -2.697 0.995 -1.437 -0.121
N 19.254 22.402 12.825 -1.333 -0.292 0.302 0.056
H 21.529 23.700 13.466 -0.042 -0.307 0.559 0.043
H 20.224 24.982 13.813 0.556 -0.919 -0.497 0.079
H 21.340 25.045 12.440 0.112 0.467 -0.311 0.056
H 19.053 24.197 11.715 -0.495 -0.079 0.007 0.116
H 19.850 22.442 10.359 0.953 0.109 0.462 0.130
H 21.358 22.238 11.351 -0.144 0.963 -0.463 0.141
H 22.230 22.914 8.873 1.410 -1.679 0.413 0.058
H 21.757 24.388 8.223 -0.295 0.277 0.504 0.090
H 20.496 23.127 8.444 1.281 0.279 0.300 0.111
H 18.768 22.711 13.676 0.273 -0.219 -0.146 0.065
H 19.993 21.768 13.084 0.231 -0.301 0.371 0.045
C 23.729 24.251 22.043 -0.617 -1.268 -0.397 -0.053
C 23.340 24.757 20.684 1.116 0.405 -0.216 -0.436
C 23.392 23.619 19.697 0.833 1.956 -1.660 -0.212
O 24.716 23.319 19.276 -0.695 -0.304 0.616 -0.168
C 25.096 24.102 18.166 -0.611 -1.130 -0.381 -0.092
N 22.020 25.345 20.742 1.157 2.105 -1.018 0.077
H 24.002 25.004 22.686 0.704 2.098 1.415 0.041
H 24.577 23.578 21.995 -0.043 -0.398 -0.078 0.086
H 22.856 23.805 22.535 0.167 -0.497 -0.219 0.087
H 24.137 25.483 20.350 -1.017 -0.170 0.307 0.150
H 22.743 23.841 18.849 0.122 0.220 -0.427 0.107
H 22.924 22.835 20.144 -0.870 -2.918 1.305 0.089
H 24.724 25.125 18.280 0.395 0.124 -0.205 0.090
H 24.652 23.643 17.232 0.465 0.609 0.660 0.095
H 26.174 23.993 18.160 0.030 0.576 -0.373 0.065
H 21.359 24.715 21.069 -1.155 -1.742 1.057 0.002
H 21.714 25.470 19.788 -0.100 0.417 -0.343 0.052
C 22.660 21.197 15.030 2.040 -0.667 1.865 -0.040
C 22.652 20.251 13.864 -0.170 1.697 -0.249 -0.488
C 23.618 19.145 13.957 1.586 -1.830 -0.320 -0.202
O 24.949 19.654 13.897 0.008 0.911 0.589 -0.177
C 25.866 18.770 13.344 -0.322 -0.714 -1.688 -0.129
N 21.309 19.743 13.782 -0.781 -1.546 -0.250 0.064
H 22.331 20.607 15.926 0.213 0.597 -0.662 0.072
H 21.985 22.005 14.903 -0.650 0.762 -0.216 0.034
H 23.691 21.595 15.293 -1.111 -0.415 -0.431 0.090
H 22.868 20.779 12.916 -0.014 0.031 0.307 0.138
H 23.475 18.506 13.041 -0.054 0.152 0.803 0.135
H 23.460 18.507 14.888 0.144 0.658 -0.951 0.149
H 25.610 18.567 12.269 0.265 0.144 0.668 0.103
H 25.845 17.846 13.851 -0.401 -1.555 0.683 0.063
H 26.926 18.991 13.395 -0.062 1.280 0.148 0.086
H 21.238 19.337 12.859 -0.464 -0.068 -0.454 0.074
H 21.298 18.885 14.362 -0.381 0.588 0.123 0.062
C 14.183 24.861 16.505 2.728 0.006 -1.362 -0.021
C 14.258 24.009 15.232 1.392 -1.562 1.646 -0.430
C 13.007 24.146 14.496 -1.542 0.310 0.491 -0.254
O 12.901 23.351 13.358 0.061 -0.844 -0.341 -0.157
C 12.748 21.948 13.612 -1.394 1.549 0.107 -0.080
N 15.450 24.326 14.392 -1.360 0.076 0.395 0.090
H 14.170 25.890 16.162 -0.149 0.355 0.434 0.076
H 15.074 24.673 17.120 0.241 0.305 -0.360 0.074
H 13.431 24.623 17.175 -2.123 -0.396 0.833 0.048
H 14.288 22.924 15.543 0.585 0.876 -0.234 0.117
H 12.970 25.188 14.169 -0.615 -0.042 0.001 0.102
H 12.223 23.889 15.264 -0.025 0.448 -0.892 0.150
H 12.689 21.508 12.663 0.219 -0.801 -1.364 0.070
H 11.786 21.734 14.089 -0.038 0.214 0.294 0.098
H 13.516 21.507 14.185 1.142 -0.391 0.635 0.052
H 15.223 25.261 14.021 0.406 -0.362 -0.003 0.060
H 15.327 23.668 13.625 0.382 0.255 -0.370 0.077
C 16.588 21.846 10.780 -0.147 -0.697 0.576 -0.047
C 16.033 20.688 11.646 0.794 -0.702 -0.708 -0.394
C 14.962 19.775 11.009 0.272 0.833 -0.574 -0.220
O 14.271 19.083 12.019 -0.735 -1.039 0.074 -0.199
C 13.303 18.114 11.510 1.025 0.267 2.758 -0.047
N 17.161 19.859 12.175 -1.285 -0.127 0.316 0.073
H 17.373 22.350 11.356 -0.299 -0.024 0.001 0.042
H 15.768 22.523 10.596 -0.163 0.384 -0.257 0.072
H 17.046 21.559 9.850 0.049 -0.396 -0.536 0.069
H 15.505 21.239 12.387 -0.489 0.255 1.381 0.087
H 15.471 19.094 10.324 -0.001 -0.230 -0.091 0.120
H 14.232 20.371 10.421 0.301 -0.010 0.112 0.128
H 12.478 18.576 11.053 -1.050 0.868 -0.852 0.072
H 12.926 17.515 12.366 0.243 0.690 -0.165 0.086
H 13.750 17.396 10.891 0.882 -0.751 -1.305 0.050
H 16.909 19.435 13.095 0.412 0.713 -1.339 0.029
H 17.962 20.467 12.273 0.143 0.069 0.392 0.026
C 21.523 19.293 18.005 -0.200 0.258 0.453 -0.060
C 20.138 18.867 17.464 0.516 0.152 -1.290 -0.380
C 20.198 17.371 17.042 -0.170 1.219 -0.274 -0.184
O 21.301 17.218 16.118 -0.264 -0.167 0.852 -0.248
C 21.913 15.964 16.342 -0.277 -0.243 0.488 -0.110
N 19.018 19.249 18.374 1.581 0.501 -2.215 0.098
H 21.557 20.385 17.974 0.188 0.012 -0.026 0.059
H 22.332 18.877 17.386 -0.321 0.240 0.222 0.068
H 21.739 19.040 19.065 -0.472 -0.227 -0.512 0.080
H 20.061 19.361 16.425 -0.305 -0.083 1.590 0.139
H 19.280 17.125 16.498 -0.079 -0.268 0.205 0.104
H 20.320 16.740 17.921 0.075 -0.256 0.042 0.106
H 22.264 15.837 17.385 -0.509 0.151 -0.133 0.095
H 22.831 15.901 15.782 0.024 -0.122 -0.796 0.077
H 21.164 15.183 16.106 0.707 -0.060 0.008 0.098
H 19.020 18.589 19.127 -1.014 -0.266 0.551 0.031
H 18.173 19.474 17.830 0.257 -0.803 0.788 0.058
C 19.690 21.028 21.313 1.068 1.989 -1.088 -0.053
C 18.890 22.017 20.430 0.710 0.424 0.790 -0.391
C 17.402 22.023 20.797 -0.360 0.497 -0.396 -0.165
O 16.696 23.024 20.023 -0.451 -0.507 0.904 -0.213
C 15.460 23.520 20.603 0.084 0.007 -1.370 -0.083
N 19.598 23.320 20.514 -0.488 -0.723 1.472 0.070
H 20.740 21.034 20.906 -0.978 -0.193 0.515 0.091
H 19.296 20.062 21.305 -0.656 -1.572 -0.258 0.012
H 19.718 21.383 22.336 0.058 0.172 0.384 0.076
H 19.032 21.715 19.413 -0.271 -0.473 -0.619 0.080
H 17.266 22.252 21.863 0.175 0.014 -0.145 0.097
H 16.962 21.026 20.615 0.166 0.238 0.025 0.113
H 15.514 23.687 21.683 0.237 0.040 -0.127 0.082
H 14.533 22.915 20.399 1.054 -0.021 0.138 0.081
H 15.322 24.459 20.035 -0.115 -0.186 0.655 0.080
H 19.290 23.823 21.351 0.091 -0.164 -0.161 0.090
H 19.375 23.913 19.754 -0.363 0.614 -1.013 0.033
C 17.550 15.630 11.788 -0.484 -0.258 -0.577 -0.077
C 18.925 15.492 12.348 1.282 -0.962 -0.970 -0.434
C 19.868 15.649 11.096 0.840 1.369 0.822 -0.165
O 21.235 15.684 11.549 -1.211 0.717 1.407 -0.216
C 22.287 15.715 10.652 0.004 -1.607 -0.481 -0.136
N 19.109 16.403 13.467 1.869 -1.362 0.364 0.075
H 17.404 15.046 10.875 0.152 0.034 -0.014 0.087
H 17.257 16.652 11.581 0.260 0.452 -0.124 0.077
H 16.851 15.271 12.485 -1.122 -0.524 0.999 0.045
H 19.113 14.471 12.744 -0.289 0.429 -0.232 0.146
H 19.525 16.601 10.594 0.707 -0.591 0.230 0.138
H 19.824 14.838 10.375 -0.584 -0.331 -0.059 0.114
H 22.607 16.688 10.313 -0.273 0.527 -0.338 0.078
H 22.049 15.010 9.846 0.134 0.466 -0.580 0.087
H 23.139 15.239 11.130 0.204 0.146 0.350 0.083
H 20.117 16.355 13.778 -1.496 0.361 -0.419 0.090
H 18.887 17.321 13.174 -0.049 1.272 -0.291 0.036
C 24.311 25.110 14.305 0.045 0.874 2.151 -0.071
C 25.394 24.352 13.675 0.348 -2.025 -0.751 -0.434
C 26.271 23.591 14.647 0.093 -0.358 1.666 -0.188
O 26.896 24.459 15.625 -0.536 -0.578 -0.647 -0.188
C 27.872 23.780 16.364 0.020 -1.488 -0.096 -0.157
N 24.881 23.263 12.828 -0.769 -0.186 -1.938 0.041
H 23.668 24.484 14.926 0.079 -0.241 0.024 0.068
H 23.673 25.655 13.662 -0.549 0.469 -1.121 0.062
H 24.776 25.837 14.971 -0.149 0.238 0.270 0.086
H 26.045 24.976 13.054 -0.199 0.015 -0.030 0.149
H 27.032 22.987 14.110 -0.324 0.440 0.166 0.131
H 25.610 22.865 15.215 0.626 0.508 -0.534 0.121
H 28.304 24.419 17.087 0.235 0.978 0.705 0.074
H 28.677 23.441 15.726 0.392 -0.088 -0.475 0.079
H 27.560 22.852 16.921 -0.413 0.739 -0.561 0.104
H 24.223 22.572 13.206 0.707 0.516 0.877 0.044
H 24.312 23.641 12.064 0.542 0.151 0.127 0.073
C 11.641 27.588 13.340 0.199 -2.003 -1.291 -0.067
C 12.836 28.117 12.554 -0.232 -1.535 -1.057 -0.406
C 14.161 27.318 12.734 -3.653 -1.795 0.264 -0.216
O 14.542 27.289 14.063 1.370 0.137 1.417 -0.224
C 15.863 27.820 14.317 -0.221 -0.441 1.358 -0.065
N 12.550 28.140 11.072 0.380 1.439 0.852 0.028
H 11.386 26.485 13.099 0.559 1.619 0.277 0.108
H 10.781 28.170 13.024 -0.250 0.181 0.445 0.069
H 11.874 27.664 14.381 -0.284 0.083 0.740 0.065
H 12.960 29.115 12.906 0.468 0.972 0.301 0.119
H 14.901 27.731 12.154 1.716 0.859 -1.702 0.085
H 13.900 26.248 12.400 0.601 1.317 0.120 0.147
H 16.275 27.335 15.278 -0.866 1.138 -1.205 0.116
H 15.864 28.920 14.286 -0.295 -0.089 0.806 0.101
H 16.578 27.632 13.549 0.214 -0.872 -0.805 0.030
H 11.547 28.061 10.890 0.336 -0.047 0.213 0.060
H 12.781 29.128 10.862 -0.258 -0.941 -0.632 0.077
C 22.666 29.028 17.440 0.563 -1.314 -0.442 -0.095
O 22.983 28.566 18.753 0.640 0.191 -0.853 -0.179
C 22.018 28.979 19.673 -0.418 -1.031 1.936 -0.256
C 22.623 29.393 21.021 -0.312 0.127 -1.929 -0.221
N 23.332 30.644 20.895 -0.512 0.488 1.798 -0.053
C 23.722 30.971 22.294 1.951 0.256 -2.169 -0.195
C 24.347 32.365 22.438 -1.159 -0.520 1.803 -0.247
O 25.708 32.360 22.148 1.044 0.330 -0.950 -0.189
C 26.335 33.631 22.302 0.707 -0.453 -0.014 -0.107
H 21.689 28.612 17.157 -0.071 0.824 -0.010 0.053
H 23.323 28.543 16.688 0.140 0.242 0.738 0.092
H 22.805 30.111 17.344 -0.506 -0.108 0.058 0.097
H 21.332 28.163 19.952 0.070 -0.277 -0.461 0.107
H 21.410 29.743 19.259 -0.483 1.129 -0.284 0.097
H 23.225 28.534 21.381 -0.242 0.351 0.244 0.130
H 21.815 29.687 21.692 -0.276 -0.934 0.098 0.118
H 24.117 30.572 20.296 0.981 -0.164 -0.460 0.098
H 24.423 30.199 22.629 0.325 0.176 0.326 0.122
H 22.855 30.813 22.878 -0.968 0.507 0.782 0.092
H 24.243 32.586 23.539 -0.143 0.387 -0.780 0.130
H 23.763 33.077 21.828 0.296 -0.029 0.209 0.127
H 26.292 33.944 23.338 0.206 -0.054 0.539 0.076
H 25.856 34.431 21.766 -0.559 0.217 -0.681 0.071
H 27.404 33.613 21.954 -1.091 -0.432 0.400 0.103
C 13.415 14.846 23.874 0.259 -1.717 0.314 -0.138
O 12.936 14.777 22.548 0.567 0.381 -0.448 -0.206
C 14.015 14.824 21.550 -0.953 -0.697 1.965 -0.188
C 13.664 13.829 20.458 1.126 0.547 -0.501 -0.176
N 14.474 14.118 19.243 -0.049 -0.463 -0.070 -0.037
C 13.939 15.134 18.362 -1.623 0.492 -0.866 -0.210
C 14.807 15.556 17.181 0.208 -0.468 0.016 -0.241
O 15.041 14.420 16.384 0.022 -0.739 0.335 -0.212
C 15.632 14.762 15.157 0.611 -0.370 -0.104 -0.105
H 12.591 15.050 24.562 0.040 0.091 -0.280 0.084
H 14.232 15.535 24.058 0.036 0.650 -0.291 0.071
H 13.850 13.845 24.162 -0.404 0.650 -0.133 0.097
H 14.889 14.440 22.048 0.713 -0.154 0.182 0.099
H 14.218 15.864 21.362 -0.152 0.391 -0.987 0.095
H 12.591 13.789 20.338 -0.543 0.225 -0.447 0.111
H 13.965 12.845 20.838 -0.064 0.131 -0.237 0.123
H 14.467 13.301 18.634 0.358 -0.134 0.500 0.111
H 13.657 16.058 18.846 0.190 0.194 0.801 0.087
H 12.953 14.776 17.950 0.641 0.253 0.033 0.126
H 15.780 15.964 17.479 -0.013 0.115 0.341 0.107
H 14.313 16.327 16.544 -0.053 -0.205 0.585 0.110
H 15.493 13.910 14.462 -0.125 0.658 0.228 0.094
H 16.740 14.940 15.232 -0.830 0.108 0.085 0.097
H 15.103 15.670 14.868 0.311 0.090 -0.976 0.078
C 16.108 20.930 23.710 -0.235 -0.290 0.633 -0.127
O 15.160 20.824 22.680 -0.375 -0.189 0.238 -0.192
C 15.038 19.481 22.300 1.178 -0.943 -2.007 -0.220
C 13.870 19.243 21.337 -1.549 0.496 0.189 -0.201
N 14.062 18.289 20.284 1.225 -0.674 -1.120 -0.064
C 14.987 18.661 19.203 0.406 0.701 -0.313 -0.165
C 14.722 20.040 18.524 -1.321 -0.210 1.094 -0.168
O 13.283 20.138 18.405 0.315 -0.624 -0.622 -0.212
C 12.906 21.282 17.686 0.511 0.750 1.944 -0.107
H 15.712 20.502 24.652 -0.021 0.557 -0.163 0.101
H 16.376 21.972 23.769 -0.060 0.341 0.514 0.079
H 17.028 20.369 23.549 0.224 -0.177 -0.595 0.079
H 14.904 18.794 23.132 0.278 0.068 0.480 0.116
H 16.026 19.240 21.766 -1.155 -0.234 0.625 0.122
H 13.496 20.199 20.963 0.312 0.419 -0.108 0.109
H 12.998 18.836 21.856 0.148 0.183 0.531 0.122
H 13.194 17.941 19.841 0.659 0.748 0.808 0.119
H 14.934 17.796 18.509 0.210 0.882 -0.020 0.093
H 16.048 18.786 19.510 -0.464 -0.666 0.335 0.103
H 15.279 20.172 17.590 -0.390 -0.423 -0.174 0.092
H 15.010 20.913 19.144 0.289 -0.535 0.197 0.107
H 11.980 21.173 17.191 -1.026 -0.568 -0.700 0.071
H 13.703 21.486 17.016 0.473 0.692 -1.036 0.053
H 12.756 22.138 18.391 0.347 -0.267 -0.434 0.102
C 18.168 26.992 11.649 1.212 1.483 0.071 -0.065
O 18.142 28.322 12.269 1.289 -0.976 0.158 -0.232
C 19.435 28.878 12.618 0.153 -0.071 -0.948 -0.206
C 19.308 29.621 13.894 -0.985 0.942 0.528 -0.254
N 19.140 28.788 15.056 0.870 0.054 0.627 -0.025
C 18.841 29.560 16.264 -0.450 0.269 -0.999 -0.214
C 18.881 28.790 17.548 0.174 0.276 -0.962 -0.271
O 17.893 27.806 17.507 -0.125 -1.434 1.166 -0.191
C 18.139 26.852 18.594 1.170 1.426 -0.961 -0.053
H 19.139 26.860 11.119 -0.905 0.262 -0.370 0.095
H 17.272 27.044 11.045 0.144 -0.661 -0.490 0.085
H 18.179 26.134 12.321 -0.497 0.279 0.675 0.063
H 19.778 29.610 11.826 -0.431 -0.861 0.536 0.138
H 20.229 28.119 12.759 -0.521 -0.036 -0.311 0.126
H 18.483 30.359 13.798 0.009 -0.162 -0.076 0.130
H 20.172 30.211 14.065 1.096 0.608 -0.074 0.109
H 18.331 28.243 14.883 -0.764 -0.983 -0.024 0.059
H 17.859 30.037 16.096 -0.093 -0.080 0.545 0.126
H 19.502 30.402 16.429 0.660 0.164 -0.470 0.117
H 18.622 29.594 18.251 0.411 -0.538 0.850 0.132
H 19.900 28.326 17.682 -0.993 0.603 0.235 0.098
H 18.353 27.447 19.503 -0.235 -0.556 -0.160 0.099
H 19.027 26.244 18.318 -0.362 0.295 0.381 0.067
H 17.300 26.205 18.693 -0.765 -0.303 0.148 0.064
C 13.808 14.437 10.473 -1.061 1.597 2.279 -0.076
O 13.703 14.229 11.921 -1.448 -0.445 -1.536 -0.208
C 12.573 13.332 12.164 2.911 -1.311 1.271 -0.203
C 12.168 13.432 13.592 -0.462 1.490 2.087 -0.203
N 11.846 14.856 13.922 0.235 -0.392 -0.645 -0.045
C 11.836 15.079 15.358 -0.226 0.456 0.274 -0.213
C 11.524 16.549 15.598 0.757 -0.213 -0.308 -0.206
O 12.513 17.316 14.914 0.343 0.495 0.198 -0.217
C 12.519 18.660 15.416 -1.049 -1.034 -0.699 -0.066
H 14.076 13.589 9.931 0.354 -1.835 -0.702 0.061
H 14.584 15.153 10.390 0.781 0.751 -0.319 0.057
H 12.877 14.872 10.063 0.287 -0.237 0.238 0.099
H 13.030 12.310 12.018 -1.138 0.660 -0.380 0.144
H 11.728 13.579 11.597 -0.996 0.214 -1.459 0.100
H 12.962 13.216 14.283 1.031 -0.808 0.043 0.095
H 11.343 12.774 13.957 0.283 0.412 -0.954 0.134
H 12.656 15.390 13.585 -0.534 -0.166 -0.136 0.086
H 12.815 14.934 15.805 0.222 -0.594 0.057 0.075
H 11.114 14.392 15.834 0.154 0.454 -0.045 0.134
H 11.530 16.892 16.634 -0.237 -0.532 0.273 0.121
H 10.614 16.778 15.105 -1.414 0.280 -0.113 0.109
H 12.794 19.323 14.635 0.591 0.466 -0.828 0.059
H 13.181 18.733 16.238 0.681 0.228 1.025 0.067
H 11.508 18.954 15.708 -0.050 -0.011 0.210 0.097
C 20.037 13.295 19.618 0.305 -2.204 0.954 -0.139
O 19.633 14.599 19.818 0.310 0.628 0.365 -0.190
C 18.234 14.665 20.000 0.451 0.626 0.134 -0.225
C 17.833 16.099 19.861 -0.205 0.703 0.207 -0.199
N 18.582 16.959 20.756 -0.877 0.434 0.463 -0.043
C 18.274 16.797 22.185 0.123 0.152 -0.385 -0.184
C 19.310 17.581 22.937 0.824 0.809 -0.640 -0.246
O 20.591 17.037 22.641 0.371 0.241 1.051 -0.195
C 21.599 17.958 23.098 -0.227 -0.735 -0.910 -0.081
H 19.921 13.000 18.571 0.403 0.038 -0.139 0.085
H 19.377 12.559 20.174 0.543 0.764 -0.301 0.099
H 21.073 13.093 20.026 -0.963 0.555 -0.765 0.106
H 17.977 14.213 20.949 -0.225 -0.129 0.387 0.116
H 17.782 14.135 19.219 -1.046 -1.154 -1.165 0.101
H 16.778 16.273 20.056 -0.319 -0.326 -0.102 0.109
H 18.028 16.417 18.826 -0.036 -0.047 0.185 0.104
H 19.518 16.663 20.681 1.608 -0.168 -0.212 0.070
H 18.218 15.722 22.505 -0.036 0.910 -0.016 0.135
H 17.376 17.359 22.412 -0.803 -0.438 -0.048 0.098
H 19.074 17.659 24.022 0.371 -0.248 -0.443 0.133
H 19.387 18.614 22.499 -0.795 -0.691 0.637 0.097
H 22.499 17.392 23.261 0.390 -0.327 0.092 0.076
H 21.287 18.373 24.053 0.091 0.496 -0.040 0.084
H 21.832 18.690 22.297 -0.408 0.038 0.670 0.094
C 21.192 25.425 16.701 1.479 -0.118 -1.216 -0.109
O 20.674 24.497 17.600 0.095 -0.626 1.103 -0.240
C 19.865 23.466 17.055 -1.037 1.448 0.101 -0.179
C 18.513 24.121 16.686 -0.488 -0.143 -0.042 -0.185
N 17.784 23.260 15.754 0.507 0.290 0.445 -0.072
C 17.273 22.095 16.471 1.760 -1.649 -1.002 -0.174
C 17.097 21.011 15.360 -0.830 -0.806 0.994 -0.172
O 16.760 19.744 16.004 -0.301 0.464 -0.582 -0.260
C 16.947 18.525 15.212 0.460 1.585 3.047 -0.057
H 22.226 25.680 17.062 -0.824 -0.065 -0.303 0.095
H 20.623 26.383 16.612 0.090 -0.781 -0.104 0.077
H 21.319 24.901 15.696 -0.195 1.047 0.963 0.082
H 19.769 22.666 17.797 0.188 0.331 -0.063 0.096
H 20.275 23.049 16.143 0.393 -0.111 -0.323 0.104
H 18.700 25.144 16.268 -0.134 -0.942 -0.007 0.122
H 17.864 24.277 17.572 0.570 -0.005 0.050 0.101
H 17.030 23.776 15.305 -0.170 -0.023 0.022 0.047
H 16.403 22.276 17.122 0.083 -0.111 -0.206 0.108
H 18.136 21.663 17.097 -1.458 0.710 -0.509 0.118
H 18.047 20.814 14.875 0.295 0.531 -0.248 0.096
H 16.344 21.322 14.589 0.374 -0.337 0.537 0.115
H 17.942 18.569 14.822 0.536 -0.142 -0.877 0.057
H 16.142 18.422 14.526 -0.592 -0.500 -0.770 0.074
H 16.983 17.786 16.026 -0.404 -0.307 -0.699 0.083
```
Forces are in eV/Å.